124
Properties=species:S:1:pos:R:3 method="wB97M-V/def2-TZVPD" total_energy_ha=-2691.272700 max_force_ha_per_bohr=0.0581 homo_energy_ev=-9.32 smiles=CC(C)O.CC(C)O.OCCO.OCCO.OCCO.OCCO.OCCO.OCCO.OCCO.OCCO.OCCO.OCCO orbital_gap_ev=9.3 e_above_lowest_kcal_mol=53.57
H -0.44351 -2.60940 4.74621
O -4.69249 -1.75127 -0.71315
O 2.44417 5.30999 0.02411
H 0.47949 -7.12783 -0.34163
H 0.73760 5.63264 -3.16205
H 1.01460 -4.13925 0.38801
O -6.69720 0.15074 -1.15691
H -1.24795 -1.56879 1.66438
H 2.10666 2.69889 -1.60098
H 3.69873 -0.97842 5.31747
O 0.92168 -5.53212 4.18465
H -1.24361 3.71890 -2.96804
H 5.46743 4.64367 -3.98524
H -6.41970 1.93919 -0.27181
H 1.56914 -3.82332 4.94316
H 3.08539 6.02371 -0.00804
H -0.05222 2.41882 -1.25767
H -1.99941 0.02654 1.71531
C -5.02012 -2.17533 -3.14116
O 1.12802 1.31620 4.02854
H 0.75029 4.00694 2.65144
H 3.51436 -2.56682 -0.56186
H -3.41761 2.58901 -4.79408
H 4.73458 4.49150 -2.06458
O -6.22841 -2.89123 -3.02085
H -0.80213 6.18754 -2.89315
H 3.02375 -2.56354 5.49567
H -6.96057 -2.61898 -3.57889
H 4.52139 -2.03062 -2.75123
O -1.04013 -5.64005 -0.58905
O 2.94029 2.29570 -1.34782
C 2.88232 -1.61533 4.97702
H 1.09218 -1.41639 -0.10798
H -3.90300 -0.44130 -6.44381
O 0.01614 2.57530 6.66001
O 4.69354 4.08198 -4.07008
H -0.90325 1.68371 3.59125
C 2.16427 5.12094 1.42958
H 6.13390 -2.72111 0.20023
C -0.53794 -3.60386 4.31004
H -1.70371 -6.32459 -0.70161
H -2.95141 -1.31705 -5.24731
O -3.96505 0.81661 -0.12613
H -0.07494 -6.34365 1.13120
H -1.73987 -0.33959 -3.38249
H -4.25360 -0.09715 -0.06794
O -1.06040 1.06571 -0.34655
H -4.15457 2.43055 -1.36299
O -1.84127 -4.18929 4.75615
C -1.85978 0.66556 -3.78672
H -4.28210 0.72264 -2.01696
H 2.18999 -2.39381 3.08961
H 3.49227 1.93625 -3.37515
H -1.13518 -0.96567 -0.66631
C 3.86325 2.43805 -2.48147
H 1.32538 1.86453 3.26566
H 0.13246 -6.06941 4.08446
H -0.60829 0.72889 4.96640
C 1.13021 4.05754 1.63105
C -0.67049 4.12412 -2.13411
H -5.50475 -1.34782 -1.02787
O 4.29113 -2.32878 3.11730
O 0.34915 3.14572 -1.73946
H 4.63581 -3.89199 -1.10672
C -1.08912 -0.51171 1.45120
H 0.94700 2.78142 6.77231
C -4.21106 -2.37923 -1.87702
H -1.41600 4.22678 -1.34559
O 1.82287 -4.88463 -1.20308
H 1.12610 -0.02991 -1.17924
H 3.12314 4.39721 -2.79146
C -3.08926 0.69115 -4.79186
H 0.93967 5.49780 -0.87600
H -2.01879 1.03040 -0.38955
H -1.92910 1.43658 -3.01938
H -1.43285 3.12712 5.36836
O 1.58314 -1.17161 5.31396
H -3.27529 -1.84182 -2.03076
C -0.38291 2.84020 5.30998
C 0.77443 -0.37856 -0.20822
C -0.21642 1.59490 4.43296
C -0.67624 -0.21230 -0.02607
H 0.50545 -4.60715 5.99479
C 4.11100 3.93724 -2.76605
C 4.54542 -2.86573 -0.75073
H 4.43195 -2.62235 2.21420
H 1.81202 6.08061 1.80780
H 2.09711 -5.50265 0.67159
H -4.41116 -2.49238 -3.98777
H -0.39899 -0.15257 2.21464
O 5.20545 -2.74563 0.44311
H 4.75986 1.96424 -2.08184
C 5.12431 -1.94298 -1.84741
C -6.04859 1.40317 -1.14534
C 3.00198 -1.76067 3.44724
H -4.02001 0.52096 -4.25072
H 6.88256 -1.75679 -2.63345
O 6.46754 -2.39750 -2.05134
C 0.64703 -4.40446 4.93320
O 1.65396 2.73085 1.51222
C -4.52498 1.41656 -1.21224
C -3.00409 -0.39670 -5.82893
H -6.46375 1.97320 -1.97649
H 1.95531 2.74090 0.60080
O 0.27335 6.09761 -1.21927
H -2.12535 -0.32839 -6.47022
C -0.07531 5.50905 -2.44650
H 1.24641 0.10294 0.64822
H 5.17627 -0.86923 -1.66723
C 1.28329 -5.13826 0.04467
H 2.80907 -0.76788 3.04073
H 1.14198 -4.47783 -1.74391
H -0.53773 -3.66344 3.22167
C 0.13834 -6.18006 0.07486
H 1.53260 -0.22389 5.45848
H -5.23530 -1.11536 -3.27623
H -1.96190 -4.13376 5.70692
H 0.36511 4.22671 0.87335
H 3.06960 4.86967 1.98216
H -0.88823 0.86960 -4.23678
H 0.17497 3.67700 4.88972
H -7.27596 0.21949 -1.91974
H -3.92943 -3.41631 -1.69466
O -3.20536 1.92392 -5.45302



53
Properties=species:S:1:pos:R:3 method="wB97M-V/def2-TZVPD" total_charge=+1 total_energy_ha=-1758.645741 max_force_ha_per_bohr=0.0432 homo_energy_ev=-12.67 orbital_gap_ev=10.1
H 4.80835 -3.52779 -0.71274
H -1.62017 -3.10639 1.75911
H 2.09791 -1.05154 -3.12322
H -2.14203 5.53350 0.34352
C 4.58157 -3.20186 -1.72535
C -0.03872 -0.88138 0.88847
H -2.60298 -0.34141 -0.31523
C -1.45579 4.74326 0.04774
H 5.49185 -3.18470 -2.32239
N -2.36494 -0.02571 0.61986
C 2.39056 -1.89843 -2.50541
S -0.86002 3.90697 1.51625
C 0.87794 4.16818 1.20712
C -0.21284 5.29474 -0.66035
C -4.45674 -1.12200 1.39844
H 3.28047 -2.91040 -4.18973
N 0.79955 -1.57481 1.90546
H 0.91600 -0.93392 2.68251
O -1.14153 2.48643 1.39024
H -3.76095 -2.90852 2.44667
H -0.36722 5.34897 -1.73719
H -1.57218 -0.82676 2.42519
H 3.93354 -4.90809 -2.91081
H -1.97756 4.01175 -0.56881
C -3.58550 0.15915 1.46098
O 4.72702 -0.69894 -2.53496
H 0.20968 0.19493 0.97544
C -1.50676 -1.02833 1.35012
C -2.13734 -2.40722 1.08486
H 1.72580 -1.61341 1.47224
H -1.91246 -2.78189 0.07216
H 1.76920 -3.64268 -3.64649
O 3.64335 -1.17071 -0.30047
H -3.34188 0.49996 2.47097
C -3.66545 -2.48190 1.44298
H 1.63588 -2.08629 -1.74074
S 3.92951 -1.53364 -1.67255
O -1.25426 4.64575 2.68736
C 3.49593 -4.06658 -2.37543
H -4.14012 -3.16307 0.72724
C 2.68580 -3.16034 -3.30810
H 0.13091 -1.26906 -0.12061
H -5.12659 -1.08035 2.26805
H 1.44867 3.30996 1.55716
H 2.83918 -4.47581 -1.60356
C 0.96399 4.38069 -0.30052
H -4.16290 0.98044 1.00545
H 0.86178 3.42376 -0.81994
H -0.00832 6.30773 -0.30800
H 1.17664 5.06389 1.75091
H -1.84400 0.85709 0.63629
H -5.08101 -1.07074 0.49696
H 1.91915 4.81750 -0.58720